Entry 1:
The following is a quantum chemistry calculation of a structure of composition C8H21BeNOP2S at a distorted geometry, from the OMol25 dataset.

```
! wB97M-V def2-TZVPD RIJCOSX def2/J DEFGRID3
* xyz 0 1
Be 1.80106 0.52452 -1.01464
H -1.14539 -0.94383 0.70240
H -2.05865 0.87159 3.27323
P -0.62537 -2.10039 -0.01868
P 0.38128 2.00553 -0.78598
C 1.37735 3.41037 -0.22637
H 0.86083 4.33036 -0.52066
H 1.50941 3.38750 0.85422
H 2.36978 3.36710 -0.68147
C -0.24495 2.54961 -2.39360
H -1.29400 2.26363 -2.49903
H -0.15226 3.63911 -2.42875
H 0.33570 2.09553 -3.19857
C -1.11503 2.19097 0.22309
H -1.06749 1.62816 1.15475
H -1.23569 3.24972 0.48291
H -1.99654 1.83871 -0.33643
C -0.52945 -2.08358 -1.82237
H -0.55710 -3.13084 -2.16272
H -1.40887 -1.56692 -2.22193
H 0.39388 -1.61528 -2.18199
C 0.99155 -2.70854 0.46614
H 1.17041 -2.44749 1.51296
H 0.99981 -3.80284 0.35796
H 1.76970 -2.27741 -0.17550
C -1.84254 -3.34249 0.36777
H -2.80524 -3.07233 -0.09924
H -1.49410 -4.29806 -0.03981
H -1.98044 -3.41928 1.44717
C 2.68196 0.18788 0.52701
O 3.29622 0.24195 1.51216
H 2.18820 -0.23081 -2.03810
S 0.79089 -1.25995 3.64622
C -0.26462 -0.15799 3.26478
N -1.10027 0.67589 2.97619
*
```

Output
Energy above the lowest of the compared OMol25 structures with the same formula, charge and spin: 0.00 kcal per mole
Max |F|: 2.5 eV/A
Gap between HOMO and LUMO (spin up / spin down): 0.1353 / 0.1304 Ha

Entry 2:
The following is a quantum chemistry calculation of a cluster of 3 separate species, C8H21BrClO9P2S in total at a distorted geometry, from the OMol25 dataset.

```
! wB97M-V def2-TZVPD RIJCOSX def2/J DEFGRID3
* xyz 1 1
O -1.44962 5.16946 0.98366
C -1.16462 5.98781 0.18515
Cl 0.31682 5.98549 -0.71793
C -2.20991 7.09826 -0.08265
S -3.70133 6.17848 -0.65164
Br -5.31487 6.71476 0.72019
H -1.87865 7.83284 -0.81268
H -2.50820 7.58946 0.83890
H -3.98499 6.72565 -1.86686
C -3.00634 -0.53235 -1.88625
O -1.94601 0.11032 -1.16862
P -1.75784 -0.28334 0.43773
O -3.19300 -0.11776 0.86728
O -0.87942 1.04233 0.71060
C -1.49053 2.30125 0.49224
O -1.21918 -0.94295 1.87246
C -1.59075 -2.31377 2.10811
H -2.77645 -0.47044 -2.94899
H -3.10211 -1.57816 -1.60532
H -3.94245 -0.01131 -1.69517
H -2.57820 2.24585 0.57412
H -1.21682 2.67140 -0.50047
H -1.11708 2.99007 1.23823
H -1.46227 -2.92227 1.21262
H -2.62895 -2.36072 2.43538
H -0.94879 -2.70687 2.89367
C 5.37821 -3.27717 1.05902
O 4.79402 -3.19220 -0.24788
P 3.14183 -3.15546 -0.35050
O 2.77146 -4.28287 0.56705
O 3.17277 -3.55469 -1.90049
C 3.67759 -4.83933 -2.26248
O 1.65177 -2.44772 -0.56597
C 1.14115 -1.71070 0.55004
H 6.40608 -2.92552 0.98929
H 4.84072 -2.66243 1.77736
H 5.38095 -4.31418 1.38791
H 3.59314 -5.55409 -1.44431
H 4.72086 -4.75124 -2.56406
H 3.09614 -5.19953 -3.10841
H 1.90714 -1.08219 1.00184
H 0.74362 -2.39475 1.29295
H 0.33409 -1.05943 0.18488
*
```

Output
Max |F|: 7.9 eV/A
Gap between HOMO and LUMO: 0.1729 Ha

Entry 3:
The following is a quantum chemistry calculation of a structure of composition C8H21CdF3OP2 at a distorted geometry, from the OMol25 dataset.

```
! wB97M-V def2-TZVPD RIJCOSX def2/J DEFGRID3
* xyz 0 1
Cd -0.28022 0.14894 -0.12413
H -2.05323 -0.46765 -1.75408
H -1.62659 0.00965 -2.15773
P -1.38137 -1.86325 1.24525
P 1.42025 1.40636 -1.73332
C 1.32881 3.19346 -1.38355
H 2.11938 3.72596 -1.92924
H 0.34807 3.57183 -1.69691
H 1.44382 3.35894 -0.30563
C 3.20574 1.07614 -1.55056
H 3.39286 0.01953 -1.78380
H 3.77417 1.70729 -2.24822
H 3.52338 1.27711 -0.51832
C 1.19761 1.36840 -3.54484
H 0.21528 1.79192 -3.79561
H 1.98919 1.94397 -4.04550
H 1.23983 0.31981 -3.87079
C -0.35334 -2.93261 2.30755
H -0.98014 -3.70506 2.77576
H 0.41153 -3.41618 1.68595
H 0.14186 -2.33095 3.08109
C -2.56110 -1.17451 2.45486
H -3.39153 -0.70227 1.91553
H -2.95157 -1.96856 3.10618
H -2.05443 -0.41301 3.06095
C -2.41212 -3.09542 0.37623
H -1.79073 -3.57425 -0.39345
H -2.78342 -3.85498 1.07901
H -3.25847 -2.58346 -0.10125
C -1.44253 2.06657 0.86830
O -1.84719 2.95107 1.46429
H 0.70863 -1.24943 -0.64691
F 1.99339 -0.11766 1.86958
C 0.93693 0.76080 1.70806
F 0.25809 0.73577 2.91383
F 1.51916 2.01574 1.67141
*
```

Output
Energy above the lowest of the compared OMol25 structures with the same formula, charge and spin: 4.23 kcal per mole
Max |F|: 2.9 eV/A
Gap between HOMO and LUMO: 0.2582 Ha

Entry 4:
The following is a quantum chemistry calculation of a cluster of 2 separate species, C8H21IN3O9P2SSi in total at a distorted geometry, from the OMol25 dataset.

```
! wB97M-V def2-TZVPD RIJCOSX def2/J DEFGRID3
* xyz -1 1
C 1.44771 -1.99328 -1.63763
C 1.12517 -0.86721 -0.64224
N 0.34667 0.30051 -1.14486
O 0.40386 0.59500 -2.50487
C -0.88352 0.44727 -0.63021
N -2.03419 0.05311 -1.33166
C -1.92122 -1.30212 -1.91140
C -3.28471 -1.81006 -2.42647
O -4.16239 -2.08434 -1.64661
P -2.67991 1.33376 -2.33839
O -4.28841 1.05924 -2.17398
I -2.28511 0.80503 -4.70389
N -0.97342 0.97185 0.57256
P -2.64707 1.03203 1.24975
O -2.46174 1.43736 2.81198
O -3.10595 -0.53411 1.35936
Si 0.48686 1.55893 1.51305
C 1.95829 2.11757 0.49110
C 0.07049 3.06215 2.60103
C 1.12031 0.22115 2.68811
H 2.53552 -2.05458 -1.72504
H 1.10449 -2.92735 -1.20273
H 0.97042 -1.90574 -2.61577
H 0.55984 -1.30600 0.17997
H 2.06461 -0.52773 -0.19251
H 1.33048 0.80200 -2.67984
H -1.58559 -2.01429 -1.15858
H -1.22923 -1.32450 -2.75404
H -3.39445 -1.91075 -3.51807
H -4.40192 0.71756 -1.27403
H -2.12386 0.66094 3.28661
H -2.35043 -1.13898 1.32137
H 1.61238 2.46809 -0.49016
H 2.46972 2.96563 0.93545
H 2.64163 1.28984 0.28837
H -0.77329 3.59935 2.15843
H 0.90979 3.75199 2.60975
H -0.16038 2.77240 3.62077
H 0.89613 -0.76266 2.27199
H 0.69749 0.35839 3.68291
H 2.20854 0.29680 2.71237
O 4.34963 -2.10870 -0.56852
S 3.98034 -2.05769 0.87981
O 2.69380 -2.80939 1.06678
O 3.71670 -0.61707 1.24859
O 5.04592 -2.62139 1.72137
*
```

Output
Max |F|: 3.4 eV/A
Gap between HOMO and LUMO: 0.1357 Ha

Entry 5:
The following is a quantum chemistry calculation of a cluster of 2 separate species, C8H21IN4 in total at a distorted geometry, from the OMol25 dataset.

```
! wB97M-V def2-TZVPD RIJCOSX def2/J DEFGRID3
* xyz 2 1
C -0.37802 1.21238 1.68121
C 0.00891 -0.22847 1.54042
C 0.85778 0.20522 -0.71091
C 0.58276 1.62311 -0.46494
C 1.17835 -2.95095 0.09204
C -0.50660 -2.54813 -1.57488
C 0.43962 3.46501 1.15533
C -0.08610 -2.11299 -0.15466
N 0.65236 2.04965 0.96381
N 0.61296 2.53796 -1.32766
N -0.10111 -0.61984 0.05604
N 0.51106 2.46201 -2.59985
I -4.01765 -0.27549 0.40734
H -1.28103 1.56718 1.37356
H -0.44562 1.40188 2.69259
H 0.96909 -0.55370 1.72289
H -0.69356 -0.73572 2.26245
H 0.66233 -0.13037 -1.66416
H 1.75950 -0.16128 -0.28398
H -5.11916 -1.14507 -0.32593
H 1.50062 -2.82176 1.06395
H 1.01029 -3.96101 -0.02088
H 2.06784 -2.60292 -0.62959
H -1.54113 -2.40210 -1.61847
H -0.28971 -3.51594 -1.84408
H -0.09045 -2.01323 -2.33075
H -0.51302 3.78847 1.47057
H 1.11916 3.91842 1.81140
H 0.64668 4.12912 0.26511
H -0.68776 -2.56461 0.64450
H -0.95190 -0.20840 -0.11883
H 0.78524 3.13783 -3.27834
H 0.24884 1.57657 -2.99716
H 1.48619 1.65596 1.19943
*
```

Output
Energy above the lowest of the compared OMol25 structures with the same formula, charge and spin: 22.27 kcal per mole
Max |F|: 5.8 eV/A
Gap between HOMO and LUMO: 0.3504 Ha

Entry 6:
The following is a quantum chemistry calculation of a structure of composition C8H21NO4Rb at a distorted geometry, from the OMol25 dataset.

```
! wB97M-V def2-TZVPD RIJCOSX def2/J DEFGRID3
* xyz 1 1
Rb -1.07635 -0.87047 1.02121
C 2.12295 -0.68137 -2.09509
O 0.96783 0.05351 -1.77577
C -0.10102 -0.08815 -2.69498
C -1.23265 0.92076 -2.48480
N -2.07926 0.38537 -1.42354
C -3.18827 1.15465 -0.97298
C -2.70790 2.44956 -0.12454
O -2.59219 2.23510 1.27367
C -1.87745 3.12483 2.00276
H 2.93908 -0.51720 -1.39147
H 2.46014 -0.60935 -3.12912
H 1.72260 -1.69461 -2.12936
H -0.59439 -1.05939 -2.73216
H 0.35605 0.07068 -3.67169
H -1.74728 0.98943 -3.44320
H -0.87685 1.94136 -2.34379
H -2.36610 -0.58063 -1.49179
H -3.93440 0.64300 -0.36502
H -3.77159 1.61221 -1.77202
H -3.45927 3.20893 -0.34110
H -1.90887 2.83724 -0.75648
H -2.17183 4.16922 1.89940
H -0.82905 2.86067 1.86428
H -2.06642 2.88075 3.04814
C 3.49613 -2.90160 1.99699
C 2.00115 -2.94291 2.48198
O 1.37437 -1.61123 2.52114
O 4.36760 -2.21671 2.84058
H 3.54664 -2.55676 0.96421
H 3.84995 -3.91611 1.81344
H 1.93419 -3.32891 3.49915
H 1.44063 -3.65606 1.87755
H 1.83088 -1.02645 3.13043
H 4.17079 -1.27925 2.90410
*
```

Output
Energy above the lowest of the compared OMol25 structures with the same formula, charge and spin: 46.91 kcal per mole
Max |F|: 3.5 eV/A
Gap between HOMO and LUMO: 0.3367 Ha

Q: Among the records above, which one has the highest max |F|?
A: C8H21BrClO9P2S